Entry from the Open Molecules 2025 dataset: a molecular structure, C20H43Cl2F5P2Rh in a non-equilibrium geometry (ωB97M-V/def2-TZVPD).

The value obtained for the highest occupied orbital energy (alpha / beta) is 0.0 / -2.8 eV. The net charge is -1. Its spin multiplicity is 5. The expectation value of S² is 6.015. As for the orbital gap (alpha / beta): 2.28 / 3.78 eV.

Last column: Mulliken charge in e.
CARTESIAN COORDINATES (ANGSTROEM)
Rh1 -1.047937 0.809615 0.639223  -0.398
Cl1 0.088676 0.131145 -1.503561  -0.657
P1 -2.980210 -0.636827 -0.417292  1.424
C1 -3.072898 -1.610804 -1.966351  0.547
C2 -3.712887 -1.557672 0.980035  0.376
C3 -3.595036 1.070214 -0.706229  1.138
C4 -1.984105 -2.669450 -2.183167  -1.286
H1 -2.937190 -0.828717 -2.730753  0.460
C5 -4.453539 -2.259787 -2.088570  -1.470
H2 -4.619313 -2.982136 -1.275696  0.231
H3 -4.486577 -2.806443 -3.042410  0.468
H4 -5.264540 -1.522316 -2.085487  0.279
H5 -0.981849 -2.229998 -2.129561  0.143
H6 -2.135210 -3.075671 -3.196471  0.507
H7 -2.067114 -3.505013 -1.474578  0.227
H8 -2.923088 1.421674 -1.511426  0.309
C6 -3.481167 2.066519 0.470549  -2.140
C7 -5.034005 1.023935 -1.233523  -1.766
H9 -5.104750 0.504431 -2.195939  0.338
H10 -5.393253 2.050495 -1.378155  0.471
H11 -5.694991 0.533329 -0.505873  0.313
H12 -2.604644 1.989027 1.157718  0.827
H13 -4.371704 2.028320 1.108428  0.409
H14 -3.400322 3.058042 0.012674  0.334
C8 -3.046736 -2.931184 1.103678  -1.447
H15 -4.774866 -1.680870 0.715483  0.733
C9 -3.600323 -0.752707 2.268780  -1.394
H16 -3.330116 -3.615465 0.300319  0.266
H17 -3.338223 -3.391354 2.055935  0.465
H18 -1.953028 -2.829308 1.122410  0.126
H19 -2.540035 -0.548875 2.487041  0.212
H20 -3.996491 -1.343443 3.101694  0.495
H21 -4.140928 0.193771 2.223799  0.296
Cl2 -0.225572 -1.017860 1.732676  -0.737
H22 -1.583049 -0.924932 -0.161391  -0.660
P2 3.756771 0.424666 -0.591663  -0.686
C10 3.504901 2.030140 -1.401841  0.914
C11 3.997605 0.416171 1.209594  0.735
C12 3.654969 -1.068509 -1.567384  0.754
C13 2.377526 3.026224 -0.997413  -1.369
H23 3.308644 1.774582 -2.468087  0.415
C14 4.911265 2.646456 -1.243140  -1.560
H24 5.049716 3.057500 -0.229811  0.291
H25 5.010447 3.450676 -1.973198  0.453
H26 5.688186 1.898767 -1.434508  0.439
H27 1.379960 2.565199 -0.935313  0.133
H28 2.303804 3.812834 -1.769778  0.444
H29 2.586828 3.554476 -0.058772  0.302
H30 3.114352 -0.827804 -2.502341  0.400
C15 2.917819 -2.286073 -0.951907  -1.264
C16 5.170636 -1.199004 -1.854432  -1.453
H31 5.501191 -0.350706 -2.469276  0.347
H32 5.371269 -2.120401 -2.401739  0.436
H33 5.770756 -1.185790 -0.931909  0.365
H34 1.962157 -1.993098 -0.486629  0.159
H35 3.526886 -2.841458 -0.221600  0.309
H36 2.665031 -2.998635 -1.755427  0.437
C17 3.074984 1.457454 1.890598  -0.753
H37 5.059542 0.774989 1.315592  0.407
C18 3.833335 -0.923048 1.957511  -1.371
H38 3.200651 2.501657 1.514417  0.079
H39 3.147006 1.473197 2.992856  0.580
H40 2.006863 1.199654 1.699872  -0.269
H41 2.761454 -1.126681 2.088742  0.179
H42 4.304150 -0.864071 2.952564  0.461
H43 4.321045 -1.763887 1.438795  0.346
F1 0.409910 2.989584 1.802495  -0.316
C19 0.009080 1.721191 2.080916  0.199
F2 -1.162187 2.607426 -0.238195  -0.839
C20 -0.125176 1.536592 3.563811  0.751
F3 -1.451663 1.571464 3.918830  -0.298
F4 0.357174 0.379304 4.090859  -0.262
F5 0.510123 2.519296 4.272876  -0.333

Atomic forces in eV per Å
0.033 -0.121 -0.191
1.412 -0.216 -1.197
2.971 -0.031 1.158
-0.868 0.185 -0.330
-0.862 0.125 -0.404
-0.475 -0.035 -0.373
0.073 0.091 -0.007
-0.114 -0.226 -0.016
-0.112 -0.123 -0.532
-0.005 0.203 -0.262
-0.212 0.024 0.215
0.104 -0.284 0.054
-0.215 -0.063 0.122
0.077 0.041 0.214
0.051 0.290 -0.136
-0.052 -0.097 0.386
-0.512 0.030 0.310
-0.183 0.263 -0.090
-0.028 0.125 0.170
-0.039 -0.119 0.003
0.019 0.091 -0.177
-0.780 0.039 -0.396
-0.175 -0.085 -0.170
0.005 -0.176 0.260
0.213 -0.135 0.142
0.025 -0.115 0.215
0.316 -0.011 0.401
-0.008 0.075 0.049
-0.068 0.069 -0.100
-0.273 0.037 -0.009
-0.422 0.010 -0.036
-0.097 0.013 -0.064
0.042 -0.099 -0.004
0.949 -3.076 0.933
-0.534 -0.172 -0.211
-2.148 0.536 0.863
-0.230 0.475 -0.277
0.709 0.693 1.351
-0.154 -0.465 -0.293
-0.171 -0.044 -0.023
0.274 -0.119 0.620
-0.101 0.422 -0.263
-0.060 -0.155 -0.348
0.162 0.167 0.121
0.085 0.266 -0.011
0.261 -0.048 0.111
0.220 -0.385 0.093
-0.023 -0.336 -0.190
0.218 0.240 0.508
0.073 -0.208 0.011
0.050 -0.630 -0.414
0.004 -0.246 0.072
0.163 -0.115 -0.049
-0.174 -0.207 -0.232
0.339 0.073 -0.122
-0.144 0.339 -0.210
0.179 0.327 0.157
-0.782 0.675 -0.480
-0.666 -0.372 -0.053
0.180 -0.322 -0.379
0.106 -0.889 0.358
0.436 -0.203 -0.477
0.540 0.016 -0.019
0.201 -0.091 -0.103
-0.215 0.256 -0.361
-0.234 0.251 0.155
0.721 1.084 0.558
-0.165 0.088 0.594
-0.076 1.598 -1.464
0.585 0.254 -0.628
0.064 0.043 0.601
-0.164 0.381 0.022
-0.318 0.128 0.273

---

Entry from the Open Molecules 2025 dataset: a molecular structure, C20H43GdN2P3S2 in a non-equilibrium geometry (ωB97M-V/def2-TZVPD).

The value obtained for the highest occupied orbital energy (alpha / beta) is -16.3 / -16.0 eV. The net charge is +3. Its spin multiplicity is 8. The expectation value of S² is 16.103. As for the orbital gap (alpha / beta): 7.24 / 4.33 eV. The calculation puts the energy above the lowest of the compared OMol25 structures with the same formula, charge and spin at 0.000 eV.

Last column: Mulliken charge in e.
CARTESIAN COORDINATES (ANGSTROEM)
Gd1 -1.897992 0.289967 -0.207634  0.923
P1 -0.186305 0.329198 2.573456  1.084
P2 1.720197 0.775239 -0.570750  0.901
P3 0.361554 -3.264137 -0.522893  0.975
H1 -6.335666 -1.690545 -2.920806  0.287
C1 -6.084977 -2.608228 -2.362477  -0.469
C2 -5.829299 -2.549590 -1.047275  -0.635
H2 -6.105656 -1.641504 -0.506269  0.301
C3 -0.798561 1.771996 3.552467  -1.333
C4 1.573489 0.388069 3.104302  -1.368
C5 -0.751367 -1.057426 3.642952  -1.448
C6 1.911760 0.951704 -2.400900  -1.284
C7 2.216762 2.493167 -0.093626  -1.236
C8 3.359118 0.006672 -0.209983  -1.790
C9 -0.451163 -4.855139 -0.666233  -1.018
C10 1.338157 -2.789116 0.898861  -0.350
C11 1.346515 -2.953565 -1.980461  -0.981
H3 -6.133264 -3.531938 -2.983059  0.290
H4 -5.516133 -3.411941 -0.437894  0.364
H5 -1.441224 2.392498 2.906899  0.248
H6 0.043990 2.386121 3.910486  0.425
H7 -1.393136 1.429968 4.410195  0.419
H8 2.088230 1.238008 2.643629  0.312
H9 2.094185 -0.525386 2.802594  0.294
H10 1.672579 0.486906 4.193299  0.507
H11 -1.707800 -1.432123 3.259733  0.396
H12 -0.883889 -0.733926 4.682608  0.450
H13 -0.028779 -1.882117 3.618668  0.409
H14 2.971796 1.073539 -2.677616  0.413
H15 1.333869 1.819580 -2.753297  0.407
H16 1.510400 0.042155 -2.872627  0.298
H17 3.307760 2.619541 -0.167735  0.500
H18 1.910005 2.675123 0.944883  0.247
H19 1.725171 3.232181 -0.739610  0.238
H20 4.168503 0.621160 -0.627194  0.563
H21 3.435530 -0.996478 -0.640339  0.443
H22 3.505739 -0.062494 0.874416  0.388
H23 0.256914 -5.613828 -1.025221  0.455
H24 -1.284757 -4.817548 -1.368901  0.324
H25 -0.861110 -5.189901 0.299335  0.389
H26 1.947376 -3.646553 1.264939  0.485
H27 0.726227 -2.419307 1.726836  -0.233
H28 2.012888 -1.969899 0.609505  -0.028
H29 1.678370 -3.910064 -2.413860  0.469
H30 2.234988 -2.361136 -1.724818  0.209
H31 0.768366 -2.398504 -2.730600  0.319
C12 -3.470246 -1.337080 -1.424223  0.693
C13 -3.108065 -1.920927 -2.673552  -0.583
C14 -3.586051 -1.340723 -3.855884  -0.418
C15 -4.478481 -0.259205 -3.818816  -0.964
C16 -4.599044 0.467788 -2.632704  -0.599
C17 -4.191905 -0.090392 -1.409156  -0.546
S1 -3.049072 -2.120955 0.109760  0.029
H32 -0.686620 -2.286391 -0.506389  -0.311
H33 -2.631071 -2.927116 -2.661267  0.346
H34 -3.241574 -1.726984 -4.818005  0.495
H35 -5.075064 -0.011851 -4.723018  0.466
H36 -4.982142 1.501975 -2.634299  0.473
H37 -4.640472 0.313077 -0.479886  0.734
S2 -2.593672 2.793152 -0.244572  -0.287
C18 -1.258103 3.884990 -0.516516  0.211
N1 -0.959689 4.575896 -1.628773  -0.068
C19 -0.073699 5.704210 -1.361879  -0.441
C20 0.268764 5.531242 0.108553  -0.488
N2 -0.509941 4.356057 0.488208  0.159
H38 -1.339524 4.312894 -2.539566  0.214
H39 -0.600354 6.653666 -1.529367  0.343
H40 0.819166 5.694299 -1.987981  0.311
H41 -0.027631 6.405360 0.700397  0.374
H42 1.340261 5.356638 0.288035  0.274
H43 -0.506791 3.890370 1.397424  0.026

Atomic forces in eV per Å
1.644 -0.800 0.676
-0.093 -0.031 1.261
0.716 0.761 -0.963
-0.609 1.137 -0.482
-0.265 -0.638 0.513
-0.469 -0.199 -0.204
-1.029 -0.668 -0.353
0.449 -0.212 -0.065
-0.316 0.462 -0.442
0.396 -0.045 -0.531
-0.288 -0.269 -0.255
-0.147 -0.254 -0.006
-0.301 0.098 0.379
-0.112 -0.397 0.335
0.089 -0.600 0.737
0.674 -0.815 0.826
0.442 -0.096 -0.586
0.521 0.667 0.725
-0.468 0.387 -0.469
0.070 -0.053 0.423
-0.330 -0.260 -0.099
0.186 0.194 -0.248
-0.048 -0.125 0.093
-0.009 0.089 0.034
-0.297 -0.047 -0.231
0.091 -0.028 0.249
0.121 -0.096 -0.257
-0.162 0.157 0.071
-0.445 0.019 0.025
0.168 -0.304 0.023
0.223 0.338 -0.117
-0.411 -0.040 -0.030
0.175 0.156 -0.216
0.086 -0.228 0.157
-0.317 -0.135 0.036
0.103 0.138 0.086
0.061 -0.052 -0.193
-0.037 0.216 0.154
0.092 0.310 -0.064
0.171 0.161 -0.243
-0.301 0.574 -0.198
-0.114 -0.317 -0.216
-0.268 -0.399 -0.083
-0.071 0.353 0.062
-0.279 -0.215 -0.078
0.091 -0.286 0.127
-0.544 -0.123 -0.614
-0.149 0.257 0.505
0.183 -0.358 0.293
0.285 0.384 -0.312
-0.244 0.382 -0.037
0.491 -0.562 -0.735
0.191 0.828 0.198
0.489 -0.646 -0.131
-0.123 1.080 -0.179
-0.509 -0.181 0.265
0.908 0.265 0.637
-0.413 -0.843 -0.023
0.528 -0.177 -0.326
0.110 1.005 -0.471
0.616 1.132 0.314
-0.924 -1.429 -0.078
0.142 0.719 -0.540
0.758 0.214 0.912
-0.697 -0.959 0.209
0.054 0.469 0.540
0.094 -0.339 -0.081
-0.169 -0.118 -0.101
0.009 -0.286 -0.077
-0.336 0.045 -0.099
-0.128 0.638 -0.435

---

Entry from the Open Molecules 2025 dataset: a molecular structure, C20H43InN2OP3S in a non-equilibrium geometry (ωB97M-V/def2-TZVPD).

The value obtained for the highest occupied orbital energy (alpha / beta) is -15.1 / -15.2 eV. The net charge is +3. As for the orbital gap (alpha / beta): 4.10 / 4.29 eV. The calculation puts the energy above the lowest of the compared OMol25 structures with the same formula, charge and spin at 2.086 eV.

Last column: Mulliken charge in e.
CARTESIAN COORDINATES (ANGSTROEM)
In1 -0.396912 -0.373026 0.022593  0.805
P1 0.924756 2.230357 1.322670  0.702
P2 -2.319954 1.636205 -0.133102  0.837
P3 2.198509 -0.824457 0.067537  0.988
H1 -3.013876 -2.122663 -5.685034  0.318
C1 -2.480941 -2.990353 -5.250282  -0.593
C2 -2.767514 -3.622233 -4.072517  -0.396
H2 -3.755943 -3.517969 -3.592870  0.411
C3 1.634285 3.388301 0.111321  -1.338
C4 -0.231689 3.334156 2.199532  -1.156
C5 2.319927 2.143993 2.520180  -0.990
C6 -3.722226 0.783295 -1.001969  -1.337
C7 -3.298704 2.275933 1.271415  -1.134
C8 -2.152916 3.071059 -1.253385  -1.258
C9 2.167348 -2.532156 -0.669432  -1.319
C10 3.146023 -1.122434 1.595292  -0.688
C11 3.289310 0.135591 -1.001252  -1.300
H3 -1.728309 -3.516453 -5.840951  0.307
H4 -2.379269 -4.638282 -3.985477  0.331
H5 2.040335 4.253157 0.672894  0.462
H6 0.864913 3.741915 -0.596409  0.291
H7 2.459300 2.906165 -0.447277  0.305
H8 0.347505 4.172344 2.626739  0.488
H9 -0.728497 2.790083 3.020859  0.057
H10 -0.987995 3.743522 1.505286  0.426
H11 3.080059 2.858079 2.193628  0.514
H12 2.748154 1.137430 2.533623  -0.101
H13 1.965160 2.409076 3.520259  0.380
H14 -4.594827 1.428599 -0.953284  0.573
H15 -3.895660 -0.155761 -0.486119  0.404
H16 -3.431312 0.585167 -2.032164  0.320
H17 -3.863350 3.192855 0.982253  0.413
H18 -2.680159 2.508191 2.149229  0.197
H19 -4.030694 1.504810 1.587141  0.455
H20 -3.147974 3.490534 -1.498386  0.466
H21 -1.679995 2.731553 -2.192835  0.313
H22 -1.522939 3.869284 -0.822849  0.350
H23 3.144350 -2.976467 -0.510049  0.577
H24 1.919293 -2.463887 -1.728165  0.230
H25 1.398396 -3.103654 -0.150989  0.455
H26 3.697597 -2.100272 1.534823  0.521
H27 2.466981 -1.194060 2.454821  -0.419
H28 3.883075 -0.317700 1.807489  0.540
H29 4.113517 -0.488573 -1.396572  0.471
H30 3.729220 1.000519 -0.466703  0.397
H31 2.714378 0.530914 -1.859621  0.363
C12 -1.366804 -1.907651 -2.627330  -0.147
C13 -0.778301 -0.693853 -3.220643  1.440
C14 0.034330 -1.117033 -4.426257  -1.028
C15 0.486180 -2.403707 -4.533307  -0.292
C16 -0.001290 -3.459908 -3.737788  -1.030
C17 -1.184337 -3.270351 -3.037932  -0.178
O1 -2.048572 -1.703535 -1.623202  -0.713
H32 -0.339462 -0.174747 -2.251154  -0.534
H33 -1.548469 0.058657 -3.563998  0.293
H34 0.261015 -0.402399 -5.221757  0.523
H35 1.247284 -2.668058 -5.248754  0.476
H36 0.361267 -4.462701 -3.998797  0.367
H37 -1.571925 -3.961547 -2.278857  0.606
S1 -1.208356 -0.710767 2.528060  -0.151
C18 0.010242 -0.376950 3.705428  -0.196
N1 -0.022981 0.636388 4.598166  0.044
C19 0.965162 0.463148 5.653119  -0.579
C20 1.664304 -0.828591 5.299415  -0.552
N2 1.042991 -1.202885 4.034410  -0.044
H38 -0.837955 1.212822 4.688091  0.327
H39 0.466494 0.397297 6.609858  0.403
H40 1.659685 1.298492 5.688174  0.285
H41 1.457867 -1.623827 6.016040  0.363
H42 2.740895 -0.722379 5.211646  0.276
H43 1.070002 -2.168600 3.665481  0.400

Atomic forces in eV per Å
-0.482 1.730 1.555
-0.011 -0.087 -0.098
-2.034 -0.344 -1.335
0.455 -1.996 -0.990
0.311 -0.749 0.413
-0.595 -0.004 -0.778
-1.543 -0.955 -1.449
0.882 0.579 0.324
0.226 0.360 -0.230
-0.086 0.336 0.217
-0.073 -0.249 -0.098
1.086 -0.055 0.259
0.028 -0.084 1.225
0.952 0.292 -0.268
-0.159 1.030 0.302
0.330 -0.236 0.894
-0.031 0.922 -0.576
0.019 0.831 -0.145
-0.550 0.086 -0.350
-0.176 -0.314 -0.459
0.406 -0.140 0.205
-0.449 0.346 0.206
-0.331 -0.248 -0.151
0.160 0.331 -0.399
0.376 -0.144 0.429
0.021 -0.083 0.258
-0.043 0.383 0.212
0.154 -0.048 -0.132
-0.054 0.044 -0.021
-0.271 -0.148 -0.102
-0.185 -0.068 0.005
0.522 -0.648 -0.087
-0.349 -0.016 -0.348
0.448 0.350 -0.267
0.405 -0.369 0.308
-0.191 0.216 0.344
-0.301 -0.312 -0.212
0.079 -0.182 -0.176
0.020 -0.124 -0.066
0.059 -0.206 -0.018
-0.529 0.911 -0.266
0.376 0.120 -0.342
-0.510 -0.512 -0.351
-0.433 0.103 0.336
-0.263 -0.506 -0.191
0.325 -0.195 0.288
-1.397 0.519 1.279
0.246 0.347 -1.818
0.506 0.595 0.069
0.135 0.412 0.488
0.461 -0.966 -0.389
1.253 -0.135 1.270
-0.030 0.304 2.412
0.353 -0.372 -1.818
0.460 -0.936 0.598
0.134 -0.065 0.532
-0.098 0.151 -0.499
-0.096 0.346 0.549
0.505 0.273 -0.298
-0.052 -0.022 -0.489
1.109 -0.326 1.552
-0.152 -1.219 -1.489
0.002 0.661 0.657
0.209 -0.966 0.232
-1.261 -0.132 -1.393
-0.170 0.234 0.010
-0.096 0.072 0.264
-0.052 0.138 -0.062
0.119 0.090 0.125
0.085 0.045 -0.111
-0.163 1.001 0.455